A molecular structure, C40H42LiN3SSb2SeSi. Source: the OMol25 dataset; level of theory: ωB97M-V/def2-TZVPD.

Element x y z (Å)
Si: -0.753 0.531 -5.122
H: 1.848 -0.105 -3.059
Sb: -1.305 1.428 3.180
H: 0.793 -0.260 2.766
S: -3.451 4.336 0.270
C: 2.687 -2.988 -0.635
H: -2.402 -0.759 -3.765
H: -0.964 -4.621 -1.215
C: 1.639 1.704 2.428
C: 0.182 2.038 7.264
H: -4.606 -3.598 2.921
Li: -0.372 1.394 -1.476
H: 5.482 2.895 -4.350
H: 0.085 -1.338 7.443
Sb: 2.357 1.450 -0.500
C: 0.827 -0.009 -6.002
C: 0.511 0.685 2.295
C: 2.471 -3.253 -1.980
H: 2.809 -1.493 0.890
N: -3.751 -0.364 -0.321
C: 5.459 1.743 -0.667
C: 0.326 0.765 7.794
H: 7.615 2.635 -3.121
C: -1.019 -2.505 -0.977
C: -2.437 -0.382 3.008
C: -0.651 1.098 5.197
H: 1.262 0.834 -6.544
C: -1.460 -0.994 -4.267
H: -2.227 -3.685 2.251
H: 7.595 1.900 -0.761
H: 0.704 0.635 8.800
C: 5.479 2.572 -3.316
C: 2.345 -0.630 -1.027
C: -3.898 2.694 0.146
H: -0.422 3.203 5.574
C: -2.666 -2.750 2.575
C: -1.592 -3.759 -1.027
C: 2.167 -2.212 -2.848
C: -3.785 -0.342 3.362
C: -0.307 2.201 5.974
C: -1.977 1.041 -6.458
C: -2.974 -3.944 -0.856
H: -0.770 -1.385 -3.516
H: -1.653 -1.791 -4.992
C: -0.505 -0.176 5.741
C: -2.813 1.949 -0.195
H: -0.778 -1.051 5.161
C: 2.622 -1.682 -0.162
H: -1.072 4.668 -0.242
H: -5.608 -1.445 3.622
Se: -0.379 2.238 -3.731
H: -4.884 -3.026 -0.472
H: -1.600 1.903 -7.011
C: -1.864 -1.425 -0.742
H: 2.911 -3.798 0.049
H: 5.469 1.409 0.364
H: -4.234 0.594 3.678
C: 2.101 -0.908 -2.373
H: -2.931 1.327 -6.011
H: 0.447 2.906 7.855
H: 0.620 -0.807 -6.722
H: 3.284 0.380 1.866
C: -1.892 -1.598 2.602
C: -1.847 3.921 -0.152
C: -0.020 -0.342 7.031
N: -1.648 2.659 -0.360
C: -2.715 0.509 -0.386
C: -4.003 -2.700 2.943
C: 4.274 2.310 -2.680
H: 1.909 1.805 3.484
C: 2.873 1.354 1.591
H: 3.342 2.442 -3.222
C: 6.675 2.426 -2.627
H: 0.041 -2.356 -1.122
H: 3.659 2.098 1.744
H: -3.383 -4.944 -0.916
C: -3.821 -2.882 -0.614
H: 1.977 -2.411 -3.895
H: 2.528 -4.269 -2.349
H: 1.279 2.690 2.110
H: -4.702 -0.144 -0.084
H: -0.854 -1.661 2.295
C: 4.257 1.888 -1.351
N: -1.568 -0.075 -0.644
H: 0.270 0.478 1.247
C: -3.234 -1.624 -0.550
H: -2.158 0.228 -7.167
H: 1.584 -0.370 -5.304
C: 6.664 2.015 -1.301
H: -4.910 2.373 0.329
C: -4.565 -1.491 3.332

Computed properties:
E_tot = -143974.6069 eV
HOMO-LUMO gap = 6.559 eV
2S+1 = 1
relative energy (zero: lowest compared OMol25 entry of this formula, charge and spin) = 0.0 kcal per mole
total charge = 0